No. 1
A gas-phase ion, C5H5N2O3 (charge -1), computed with ωB97M-V with the def2-TZVPD basis set.

```
15
Properties=species:S:1:pos:R:3:forces:R:3
C -1.846620 -1.612837 0.182360 -3.724 0.501 -0.473
C 0.333953 0.016596 0.123489 0.967 -1.291 0.894
C 0.444834 -1.490405 0.060898 -1.216 2.923 -0.310
C -0.884838 0.660194 0.098174 -1.932 -1.738 0.294
C 1.535367 0.997511 0.085520 -2.527 -0.374 -1.933
N -0.775574 -2.238666 0.094436 2.854 -1.047 -0.068
N -2.011426 -0.273035 0.313740 -0.704 0.805 -0.751
O 1.503691 -2.070112 -0.165879 0.628 -0.348 0.178
O -1.209604 1.828833 -0.092866 0.237 0.876 0.107
O 2.713056 0.328675 0.337899 1.142 -0.693 -0.738
H -2.835119 -2.202368 0.030874 1.445 0.931 0.597
H 1.444720 1.809001 0.830130 -0.231 -0.257 -0.446
H 1.306395 1.447894 -1.003570 1.573 -0.261 1.865
H -2.954385 0.132722 0.113256 1.418 -0.533 0.349
H 2.589840 -0.591421 -0.013800 0.072 0.507 0.436
```
Forces are in eV/Å.

Results
SMILES string   O=c1nc[nH]c([O-])c1CO
Relative energy (zero: lowest compared OMol25 entry of this formula, charge and spin)   0.000 eV
Largest force on an atom   0.0736 Eh/bohr
Electronic energy   -528.82701 Ha
Net charge   -1
Multiplicity   1
HOMO-LUMO gap   0.26989 Ha
Highest occupied orbital energy   -3.6 eV


No. 2
A gas-phase ion, C5H5N2O3 (charge +1), computed with ωB97M-V with the def2-TZVPD basis set.

```
15
Properties=species:S:1:pos:R:3:forces:R:3
C -0.186551 -1.508657 1.033792 2.073 -2.811 3.063
C -1.126714 -0.720970 1.554713 -1.607 -0.494 -1.407
C 0.574347 -0.909217 -0.028043 -4.698 5.441 1.679
C -1.356991 0.496018 0.682642 0.908 -0.308 0.363
C 0.338050 1.729726 -0.981226 -1.132 1.003 3.020
N -0.343455 0.663918 -0.247620 2.127 -4.721 0.102
N 1.234990 -1.310194 -1.142241 0.962 1.018 -0.601
O 1.396397 -1.387139 -2.267602 0.186 -0.869 -0.990
O -2.313440 1.175038 0.835701 -0.845 1.242 -0.190
O 2.018122 -0.824131 -0.152598 0.844 -0.448 -0.399
H 0.335795 -2.401054 1.607461 -1.559 1.487 -1.494
H -1.986512 -0.953643 2.251656 1.694 0.217 -0.369
H 0.571134 1.335956 -1.947257 -0.045 0.640 -0.886
H 1.221489 1.974341 -0.358245 -0.100 0.131 -0.852
H -0.376661 2.640008 -0.841133 1.193 -1.529 -1.039
```
Forces are in eV/Å.

Results
SMILES string   CN1C(=O)C=C[C@]12O[N+]2=O
Relative energy (zero: lowest compared OMol25 entry of this formula, charge and spin)   6.645 eV
Largest force on an atom   0.1436 Eh/bohr
Electronic energy   -528.17728 Ha
Net charge   +1
Multiplicity   1
HOMO-LUMO gap   0.24497 Ha
Highest occupied orbital energy   -14.6 eV


No. 3
A molecular structure, C5H5N3, computed with ωB97M-V with the def2-TZVPD basis set.

```
13
Properties=species:S:1:pos:R:3:forces:R:3
C 2.200450 -0.375281 0.078329 -0.331 -2.076 0.175
C 1.149283 0.012206 0.992043 -2.650 -0.014 1.219
C -0.225836 0.375824 0.178323 -2.371 1.191 1.240
C -0.547506 0.823059 -1.317560 -2.721 -4.178 2.825
C -1.422114 -0.798205 0.161472 -2.080 0.808 -1.522
H 0.615528 -0.864613 2.004072 2.492 2.683 -3.322
H 1.635614 0.939140 1.422055 -1.355 -0.924 0.297
H -0.638917 1.411598 0.849598 0.621 -3.281 -1.777
H -0.137022 1.538889 -1.956144 0.884 0.956 -0.655
H -1.619597 -1.695286 0.744645 0.691 0.511 1.101
N 2.973854 -0.837185 -0.633822 0.234 0.401 -0.144
N -1.631107 0.199756 -1.708446 -0.143 2.211 -1.506
N -2.352629 -0.729902 -0.814565 6.730 1.712 2.069
```
Forces are in eV/Å.

Results
Relative energy (zero: lowest compared OMol25 entry of this formula, charge and spin)   5.206 eV
Largest force on an atom   0.1409 Eh/bohr
Electronic energy   -357.58131 Ha
Multiplicity   1
HOMO-LUMO gap   0.35151 Ha
Highest occupied orbital energy   -9.9 eV


No. 4
A single C5H5N3 molecule, computed with ωB97M-V with the def2-TZVPD basis set.

```
13
Properties=species:S:1:pos:R:3:forces:R:3
C -1.517116 -0.163083 -1.332420 -2.687 -0.648 -1.152
C -0.379503 -0.099989 -0.422157 1.758 -0.415 -2.596
C 1.808879 -0.291753 -0.024668 1.327 0.071 0.805
C 1.704602 0.178384 1.231997 0.960 -0.868 -1.207
C 0.389039 0.447433 1.809380 -0.996 0.207 1.479
H 2.777454 -0.575131 -0.422784 0.040 0.145 0.111
H 2.592220 0.211903 1.861575 -0.279 0.176 -0.130
H 0.430446 1.373139 2.415615 -0.369 -0.180 -0.486
H 0.088570 -0.343882 2.532091 0.169 0.190 -0.227
H -1.577179 0.662656 0.975975 0.063 0.126 0.112
N -2.510166 -0.274540 -1.948933 2.666 0.415 1.504
N 0.783712 -0.501989 -0.919504 -2.827 0.589 0.982
N -0.608820 0.525869 0.734828 0.174 0.190 0.803
```
Forces are in eV/Å.

Results
SMILES string   N#CC1=NC=CCN1
Relative energy (zero: lowest compared OMol25 entry of this formula, charge and spin)   0.648 eV
Largest force on an atom   0.0615 Eh/bohr
Electronic energy   -357.74881 Ha
Multiplicity   1
HOMO-LUMO gap   0.31116 Ha
Highest occupied orbital energy   -8.5 eV


No. 5
A single C5H5N3 molecule, computed with ωB97M-V with the def2-TZVPD basis set.

```
13
Properties=species:S:1:pos:R:3:forces:R:3
C -2.238288 -0.457235 0.017972 -5.510 -0.570 -0.447
C -0.853433 -0.474825 0.312931 1.181 0.832 -2.622
C 0.709580 1.502271 0.040648 3.777 -3.079 -2.035
C 1.927026 0.846499 0.102434 -0.952 -0.300 -0.732
C 2.136270 -0.576823 0.045384 -0.552 -5.170 -0.936
H -0.342034 -1.089679 -0.425523 -0.027 -0.785 0.525
H -0.697079 -0.793289 1.338410 0.652 0.534 0.171
H -1.037377 1.582315 0.662915 0.565 -1.954 -3.945
H 0.800667 2.518237 -0.232221 -0.364 1.180 0.168
H 2.850887 1.244726 -0.296589 -0.043 1.227 0.787
N -3.396606 -0.373572 -0.167323 3.348 -0.277 0.486
N -0.525344 0.914936 -0.266196 -1.755 3.104 7.423
N 2.255951 -1.755883 -0.161225 -0.321 5.256 1.156
```
Forces are in eV/Å.

Results
SMILES string   N#C/C=C\NCC#N
Relative energy (zero: lowest compared OMol25 entry of this formula, charge and spin)   3.079 eV
Largest force on an atom   0.1601 Eh/bohr
Electronic energy   -357.65946 Ha
Multiplicity   1
HOMO-LUMO gap   0.35478 Ha
Highest occupied orbital energy   -9.8 eV


No. 6
A single C5H5N3 molecule, computed with ωB97M-V with the def2-TZVPD basis set.

```
13
Properties=species:S:1:pos:R:3:forces:R:3
C 2.866855 -0.900213 0.574693 -1.081 4.188 -2.262
C -0.177661 0.388338 0.124923 -2.376 0.680 -1.835
C -1.191261 -0.693043 0.018973 -2.910 1.047 -1.047
C -2.347901 -0.091206 -0.517388 3.326 -1.313 2.367
C -1.063969 1.616262 -0.368627 1.002 1.291 0.089
H 3.392729 0.126318 0.305583 -0.594 -2.058 1.210
H 3.422759 -1.759760 0.819442 0.277 -1.083 0.138
H -1.233390 -1.726998 0.332652 0.673 0.197 0.011
H -3.327333 -0.458399 -0.518864 -1.064 -1.047 -0.460
H -0.801166 2.705032 -0.497167 0.368 -1.446 0.372
N 1.603595 -0.894852 0.316213 1.100 -0.761 1.421
N 1.089085 0.409683 0.160507 0.393 -0.214 -0.060
N -2.232343 1.278837 -0.750941 0.886 0.518 0.055
```
Forces are in eV/Å.

Results
SMILES string   C=N/N=C1\C=CN=C1
Relative energy (zero: lowest compared OMol25 entry of this formula, charge and spin)   2.999 eV
Largest force on an atom   0.0949 Eh/bohr
Electronic energy   -357.66242 Ha
Multiplicity   1
HOMO-LUMO gap   0.29870 Ha
Highest occupied orbital energy   -9.2 eV


No. 7
A single C5H5N3 molecule, computed with ωB97M-V with the def2-TZVPD basis set.

```
13
Properties=species:S:1:pos:R:3:forces:R:3
C 1.083582 -1.467546 -0.013559 -0.274 0.832 -1.026
C 0.395023 0.331365 0.937467 -4.311 -1.463 -3.323
C -1.221370 1.604657 -0.749427 0.938 -2.126 2.972
C -0.638769 0.438859 -1.222199 0.435 -2.505 -3.340
C 0.110591 -0.341271 -0.424917 1.157 2.797 3.310
H 0.641376 -2.572260 0.044262 1.091 2.573 0.400
H 1.917750 -1.377075 -0.821211 -0.805 -0.637 2.076
H 1.208735 -1.163326 2.283718 0.179 2.297 -2.580
H -1.949099 2.157549 -1.184451 -1.723 1.572 -2.252
H -1.016715 0.133303 -2.205945 0.487 -0.147 0.121
N 1.309219 -0.556499 1.343759 1.861 -5.547 1.424
N -0.502928 1.092188 1.494238 0.041 0.724 -1.635
N -1.337395 1.720056 0.518266 0.925 1.630 3.854
```
Forces are in eV/Å.

Results
SMILES string   c1cc2c(nn1)NC2
Relative energy (zero: lowest compared OMol25 entry of this formula, charge and spin)   4.035 eV
Largest force on an atom   0.1171 Eh/bohr
Electronic energy   -357.62433 Ha
Multiplicity   1
HOMO-LUMO gap   0.35069 Ha
Highest occupied orbital energy   -8.9 eV


No. 8
A single C5H5N3O molecule, computed with ωB97M-V with the def2-TZVPD basis set.

```
14
Properties=species:S:1:pos:R:3:forces:R:3
C 1.746034 0.006797 -0.523161 0.298 2.592 3.062
C 0.275597 0.150614 -0.019967 2.408 -3.056 -0.011
C -0.231698 1.370761 0.088164 -1.139 4.461 0.377
C -2.093951 0.443273 0.885757 -3.014 2.797 0.403
C -1.586495 -0.824343 0.864265 -0.481 -2.886 -0.614
H 3.045734 -1.221908 -1.432303 -4.001 0.180 -0.050
H 1.155322 -1.594804 -1.438395 -0.095 -1.172 -0.394
H 0.346665 2.330196 -0.124785 -0.622 -1.700 0.020
H -3.105277 0.804175 1.140022 0.035 -1.664 0.383
H -2.279448 -1.801759 1.061221 2.016 2.603 -0.153
N 1.937571 -0.996351 -1.335717 4.537 -0.753 -0.946
N -1.500139 1.570606 0.520272 2.137 -0.904 -0.398
N -0.351438 -0.991289 0.382715 -0.267 0.738 -0.513
O 2.641522 0.754032 -0.068088 -1.811 -1.236 -1.167
```
Forces are in eV/Å.

Results
SMILES string   NC(=O)c1cnccn1
Relative energy (zero: lowest compared OMol25 entry of this formula, charge and spin)   0.984 eV
Largest force on an atom   0.0913 Eh/bohr
Electronic energy   -433.00760 Ha
Multiplicity   1
HOMO-LUMO gap   0.35667 Ha
Highest occupied orbital energy   -9.8 eV